<i>
Here is 2 unconnected molecules or ions with the total composition C7H14N2O3 from the Open Molecules 2025 dataset. Energies are from ωB97M-V with the def2-TZVPD basis set.

Last column: Mulliken charge in e.
Cartesian coordinates (Å):
C1 2.1227 0.7178 -0.1848  0.814
C2 1.2700 -1.6218 -0.2192  1.291
C3 2.9851 1.7921 0.2069  -1.196
C4 1.2610 -3.0179 0.3921  -1.167
C5 -3.1043 1.3979 1.1406  -1.261
C6 2.1852 -0.5634 0.2725  -0.836
C7 -1.9944 0.5605 0.6916  0.797
N1 -3.0799 -0.0063 -1.4096  -0.880
N2 -1.9892 0.0095 -0.5215  0.302
O1 1.4162 1.0828 -1.2734  -0.555
O2 0.4007 -1.3706 -1.0972  -0.884
O3 -0.9590 0.3690 1.2753  -0.648
H1 2.9725 2.5732 -0.6052  0.335
H2 2.5215 2.3169 1.0891  0.247
H3 4.0916 1.5025 0.3671  0.311
H4 0.1664 -3.1250 0.4647  0.337
H5 1.7163 -3.6473 -0.3291  0.324
H6 1.8805 -2.8763 1.2813  0.304
H7 -3.3675 1.3639 2.2117  0.301
H8 -3.9491 1.2068 0.5679  0.468
H9 -2.9116 2.4625 0.8764  0.271
H10 2.8690 -0.8931 1.0285  0.282
H11 -2.9592 -0.7133 -2.0933  0.250
H12 -3.1081 0.9187 -1.7479  0.206
H13 -1.3957 -0.7196 -0.7516  0.230
H14 0.9591 0.2806 -1.6329  0.359

HOMO level   -8.28 eV
Total charge   0
Gap between HOMO and LUMO   0.32946 Eh

<ii>
Here is a molecular structure, C7H14N2O3 from the Open Molecules 2025 dataset. Energies are from ωB97M-V with the def2-TZVPD basis set.

Last column: Mulliken charge in e.
Cartesian coordinates (Å):
C1 -3.1882 -0.2785 -0.2839  -1.071
C2 1.6964 -0.9342 1.3577  -1.341
C3 2.5790 1.2593 0.3511  -1.446
C4 -1.9934 -1.2147 -0.0625  -0.559
C5 -0.7366 -1.0132 -0.8605  -0.799
C6 1.6283 0.0426 0.1274  -0.420
C7 0.1758 0.5387 -0.2352  0.985
N1 -0.2304 1.3212 0.8270  -0.137
N2 0.1520 1.4272 -1.4110  0.971
O1 -0.9542 0.8342 1.6432  -0.372
O2 0.3859 0.9754 -2.4809  -0.645
O3 -0.0631 2.5994 -1.1509  -0.557
H1 -4.0583 -0.8746 -0.4101  0.370
H2 -3.3544 0.4328 0.5014  0.274
H3 -2.8798 0.3214 -1.2611  0.224
H4 0.9646 -1.6897 1.2380  0.406
H5 2.7307 -1.3019 1.3211  0.398
H6 1.6539 -0.2591 2.2859  0.316
H7 3.6064 1.0525 0.2550  0.425
H8 2.2636 2.0031 -0.2798  0.453
H9 2.5799 1.5118 1.3908  0.381
H10 -2.3533 -2.2102 -0.4414  0.488
H11 -1.8416 -1.2975 0.9772  0.359
H12 0.0933 -1.8612 -0.7425  0.344
H13 -0.7656 -0.8025 -1.9556  0.429
H14 1.9092 -0.5823 -0.7005  0.526

HOMO level (alpha / beta)   -9.15 / -9.15 eV
Total charge   0
Gap between HOMO and LUMO (alpha / beta)   0.32675 / 0.32674 Eh

Least stable: <ii>

<i>
Here is C10H14N4 in the gas phase from the Open Molecules 2025 dataset. Energies are from ωB97M-V with the def2-TZVPD basis set.

Last column: Mulliken charge in e.
Cartesian coordinates (Å):
C1 -0.4314 -2.9397 2.2407  -0.951
N1 -0.6040 -1.7599 1.3853  0.174
C2 -1.9742 -1.4017 0.9872  -0.908
C3 0.5878 -1.2427 0.7763  0.336
C4 0.3537 0.0312 -0.1044  0.086
C5 -0.4636 1.1266 0.2557  -0.444
C6 -0.6203 2.1180 -0.7140  -0.895
C7 0.1331 2.0715 -1.9056  0.932
C8 -0.0086 3.1191 -2.9110  -1.330
C9 0.9363 0.9891 -2.1841  -0.710
C10 1.0816 -0.0319 -1.2637  -0.583
H1 -1.4025 -3.2188 2.6650  0.351
H2 0.0054 -3.8022 1.6816  0.249
H3 0.2618 -2.6705 3.0623  0.311
H4 -2.6623 -2.1603 1.3362  0.347
H5 -2.2367 -0.4504 1.4636  0.271
H6 -2.0846 -1.2750 -0.0973  0.294
H7 1.1538 -2.0856 0.1819  0.339
H8 -1.0176 1.2027 1.2131  0.516
H9 -1.3236 2.9280 -0.5911  0.404
H10 0.6269 2.9456 -3.7839  0.343
H11 -1.0462 3.2377 -3.2538  0.316
H12 0.3209 4.0257 -2.3985  0.315
H13 1.4761 0.9171 -3.1160  0.283
H14 1.7449 -0.8489 -1.4639  0.362
N2 1.2370 -0.5114 1.9900  -0.287
N3 2.4264 -0.2797 2.1286  0.544
N4 3.5298 -0.0337 2.4198  -0.667

HOMO level   -8.31 eV
Total charge   0
Gap between HOMO and LUMO   0.33459 Eh

<ii>
Here is C10H14N4 in the gas phase from the Open Molecules 2025 dataset. Energies are from ωB97M-V with the def2-TZVPD basis set.

Last column: Mulliken charge in e.
Cartesian coordinates (Å):
C1 3.8299 -0.4646 -0.2115  -0.631
C2 2.9917 -0.7854 0.8265  -0.096
C3 2.9805 0.1820 -1.0680  -0.511
C4 0.4987 -0.3356 1.2050  -0.023
C5 -2.2086 0.1664 0.2404  0.046
C6 -0.0537 1.0298 1.4167  -1.061
C7 -1.2695 1.3897 0.4367  0.408
C8 -1.4149 -1.0520 -0.2061  0.868
C9 -0.9092 1.8146 -0.9781  -1.305
C10 -1.9684 -2.0879 -1.0998  -1.367
N1 1.8503 -0.1963 0.5992  0.482
N2 -0.2132 -1.2511 0.1798  -0.699
N3 -3.4385 0.2870 0.3562  -0.712
N4 1.7685 0.3650 -0.5979  -0.531
H1 4.8672 -0.8181 -0.2376  0.366
H2 3.3986 -1.1658 1.7829  0.311
H3 3.2545 0.5718 -2.0627  0.366
H4 0.5511 -0.9458 2.0788  0.517
H5 -0.3527 1.1800 2.4374  0.378
H6 0.6279 1.8263 1.2105  0.453
H7 -1.8587 2.1665 0.9294  0.403
H8 -0.5361 2.8716 -0.8018  0.310
H9 -1.7904 1.7154 -1.6358  0.366
H10 -0.1412 1.2473 -1.3034  0.376
H11 -2.5129 -2.7378 -0.3696  0.318
H12 -1.2259 -2.7676 -1.4051  0.422
H13 -2.6969 -1.7411 -1.8798  0.311
H14 -4.0281 -0.4641 0.1578  0.232

HOMO level   -9.00 eV
Total charge   0
Gap between HOMO and LUMO   0.36096 Eh

Least stable: <i>

<i>
Here is a gas-phase ion, C5H15N3 (charge +2) from the Open Molecules 2025 dataset. Energies are from ωB97M-V with the def2-TZVPD basis set.

Last column: Mulliken charge in e.
Cartesian coordinates (Å):
C1 -1.1845 0.6511 -2.4498  -1.389
C2 -1.6171 -0.2350 -1.2681  0.285
C3 -0.7113 -0.6641 -0.1069  -0.801
C4 0.1503 0.5625 0.3732  -0.816
N1 2.9144 0.6993 2.6456  -0.265
C5 1.7999 0.8789 1.9987  0.188
N2 1.0403 -0.0493 1.3750  -0.170
N3 -2.0239 -1.5245 -1.9741  -0.431
H1 -0.8020 0.1592 -3.3526  0.405
H2 -2.0719 1.1986 -2.8203  0.412
H3 -0.5566 1.4510 -2.0825  0.345
H4 -2.5345 0.2091 -0.8437  0.276
H5 -1.3686 -0.9607 0.6881  0.414
H6 -0.0756 -1.5034 -0.4156  0.473
H7 -0.3919 1.3729 0.8641  0.422
H8 0.7852 0.9596 -0.4740  0.424
H9 3.2175 -0.2577 2.7591  0.249
H10 3.3265 1.4701 3.1938  0.297
H11 1.5104 1.9169 1.9199  0.310
H12 1.2961 -1.0124 1.5047  0.268
H13 -1.2010 -2.0303 -2.3393  0.368
H14 -2.5460 -1.3163 -2.8422  0.374
H15 -2.5668 -2.2629 -1.4753  0.364

HOMO level   -18.32 eV
Total charge   +2
Gap between HOMO and LUMO   0.43205 Eh

<ii>
Here is a gas-phase ion, C5H15N3 (charge +2) from the Open Molecules 2025 dataset. Energies are from ωB97M-V with the def2-TZVPD basis set.

Last column: Mulliken charge in e.
Cartesian coordinates (Å):
C1 -0.8790 -0.2036 -2.5256  -1.306
C2 -0.5176 0.5516 -1.2382  0.556
C3 -0.6963 -0.2529 0.0728  -1.556
C4 0.5295 -0.3943 0.9530  0.099
C5 0.5234 0.0165 2.2451  -0.286
N1 1.3441 -0.3748 3.2338  -0.391
N2 1.5720 -1.3475 0.5036  -0.282
N3 -1.3061 1.8652 -1.1561  -0.310
H1 -1.2401 -1.2048 -2.2859  0.339
H2 0.0067 -0.3171 -3.1445  0.317
H3 -1.6626 0.2382 -3.1439  0.482
H4 0.5272 0.8489 -1.3041  0.373
H5 -1.0760 -1.2401 -0.1828  0.503
H6 -1.4438 0.2022 0.6996  0.525
H7 -0.2309 0.7436 2.5120  0.344
H8 2.1343 -0.9679 3.0456  0.165
H9 1.4224 0.1727 4.0799  0.269
H10 1.7276 -2.1452 1.1339  0.354
H11 1.3119 -1.8031 -0.3732  0.363
H12 2.4754 -0.8878 0.3517  0.375
H13 -1.6699 2.1045 -2.0841  0.355
H14 -0.7516 2.6683 -0.8619  0.369
H15 -2.1006 1.7272 -0.5309  0.342

HOMO level   -16.41 eV
Total charge   +2
Gap between HOMO and LUMO   0.35543 Eh

Least stable: <ii>

<i>
Here is 2 unconnected molecules or ions with the total composition C3H7NOS from the Open Molecules 2025 dataset. Energies are from ωB97M-V with the def2-TZVPD basis set.

Last column: Mulliken charge in e.
Cartesian coordinates (Å):
C1 -1.9537 -0.8868 0.8848  -0.278
C2 2.5322 -0.3637 -0.7447  -0.227
C3 -1.1114 0.7604 -0.4886  -0.972
N1 -1.0652 -0.5536 0.0403  -0.313
O1 1.8545 0.8873 1.2368  -0.444
S1 2.8920 0.0354 0.7698  0.292
H1 -1.8048 -1.8645 1.3192  0.243
H2 -2.6048 -0.2235 1.3035  0.256
H3 3.0112 -0.9998 -1.5371  0.288
H4 1.5584 -0.0292 -1.1255  0.092
H5 -0.9699 0.5585 -1.4906  0.322
H6 -1.9551 1.2381 -0.0734  0.483
H7 -0.3835 1.4415 -0.0945  0.258

HOMO level   -9.57 eV
Total charge   0
Gap between HOMO and LUMO   0.35485 Eh

<ii>
Here is 2 unconnected molecules or ions with the total composition C3H7NOS from the Open Molecules 2025 dataset. Energies are from ωB97M-V with the def2-TZVPD basis set.

Last column: Mulliken charge in e.
Cartesian coordinates (Å):
O1 1.2314 0.9324 0.3467  -0.508
C1 1.7981 1.2332 -0.7283  0.172
N1 1.3349 1.2208 -1.9505  -0.471
C2 -0.9177 -0.7539 1.4513  -1.010
C3 -0.8907 -0.9309 -0.0703  -0.299
S1 -1.8420 0.3204 -0.8426  0.025
H1 2.8568 1.5238 -0.6673  0.390
H2 0.3092 1.2403 -2.0072  0.147
H3 -1.9433 -0.9563 1.7663  0.342
H4 -0.7003 0.3002 1.5607  0.330
H5 -1.1521 -1.9137 -0.4631  0.399
H6 0.1548 -0.8466 -0.4211  0.180
H7 -0.2390 -1.3695 2.0255  0.305

HOMO level   -9.24 eV
Total charge   0
Gap between HOMO and LUMO   0.17511 Eh

<iii>
Here is C3H7NOS in the gas phase from the Open Molecules 2025 dataset. Energies are from ωB97M-V with the def2-TZVPD basis set.

Last column: Mulliken charge in e.
Cartesian coordinates (Å):
C1 -0.7574 -0.3069 1.9141  -0.757
C2 0.5378 1.5468 -0.0675  -0.228
C3 0.1790 -1.2596 -2.1005  -0.248
H1 -0.5594 -1.3832 1.3648  0.225
H2 -1.6175 -0.3084 2.5182  0.313
H3 0.1645 -0.3794 2.6088  0.275
H4 0.5280 2.7290 -0.2952  0.269
H5 1.2767 1.1786 0.6852  0.246
H6 -0.6428 -1.0034 -2.9691  0.241
H7 0.1635 -2.4600 -1.8932  0.239
N1 0.9119 -0.3797 -1.2099  -0.417
O1 0.7154 0.9164 -1.4166  -0.093
S1 -0.8997 1.1097 0.8608  -0.066

HOMO level   -8.94 eV
Total charge   0
Gap between HOMO and LUMO   0.34887 Eh

Least stable: <ii>

<i>
Here is a gas-phase ion, C9H11O2 (charge -1) from the Open Molecules 2025 dataset. Energies are from ωB97M-V with the def2-TZVPD basis set.

Last column: Mulliken charge in e.
Cartesian coordinates (Å):
C1 0.0792 0.3750 -1.7080  0.344
C2 -0.4838 -0.6032 -0.8041  0.128
C3 0.6432 1.4883 -1.0632  0.337
C4 -0.5838 1.0674 0.9993  -0.975
C5 1.2754 -0.0063 0.8628  -1.118
C6 0.9335 1.3600 0.4582  -0.357
C7 -0.2188 -0.3701 0.7012  1.514
C8 -0.0661 0.2070 -3.1524  -1.222
C9 -0.7132 -1.5205 1.5279  -1.710
O1 -1.2313 -1.5506 -1.0741  -0.832
O2 1.0046 2.5519 -1.6476  -0.852
H1 -0.6820 1.1727 2.1437  0.380
H2 -1.4883 1.5462 0.4217  0.246
H3 2.1394 -0.4495 0.2784  0.258
H4 1.6064 -0.2342 1.8712  0.445
H5 1.4078 2.1850 0.8353  0.592
H6 -0.7840 0.9414 -3.6482  0.206
H7 -0.5158 -0.8723 -3.3625  0.265
H8 0.9052 0.2863 -3.6489  0.270
H9 -1.4219 -2.1579 1.0514  0.385
H10 -1.1731 -1.2495 2.4781  0.302
H11 0.1621 -2.1198 1.5868  0.392

HOMO level   -3.12 eV
Total charge   -1
Gap between HOMO and LUMO   0.24964 Eh

<ii>
Here is 2 unconnected molecules or ions with the total composition C9H11O2 from the Open Molecules 2025 dataset. Energies are from ωB97M-V with the def2-TZVPD basis set.

Last column: Mulliken charge in e.
Cartesian coordinates (Å):
C1 -1.5069 0.5464 -3.8712  -1.032
C2 -0.9252 0.5127 -2.3700  0.574
O1 -1.7907 0.5663 -1.4756  -0.715
O2 0.2919 0.2387 -2.3390  -0.725
H1 -2.3266 1.2519 -3.9388  0.312
H2 -1.9442 -0.4574 -3.8878  0.201
H3 -0.7033 0.6707 -4.5892  0.298
C3 -1.7603 -0.3025 1.5336  -1.380
C4 0.5099 0.3350 0.5553  0.057
C5 -0.2756 -0.2262 1.5839  0.503
C6 1.8928 0.2665 0.5890  -0.599
C7 0.3729 -0.8905 2.6137  -0.318
C8 2.5181 -0.3364 1.6774  -0.197
C9 1.7627 -0.8419 2.7192  -0.593
H4 0.0067 0.6599 -0.3723  0.280
H5 2.3385 0.7857 -0.2498  0.363
H6 -2.2483 0.0520 0.6246  0.354
H7 -2.3461 -0.0479 2.4175  0.364
H8 -0.2488 -1.3627 3.3687  0.370
H9 3.5792 -0.5414 1.5913  0.326
H10 2.2665 -1.5124 3.4196  0.271
H11 -2.0571 -1.3785 1.4687  0.287

HOMO level   -4.09 eV
Total charge   -1
Gap between HOMO and LUMO   0.28640 Eh

Least stable: <i>

<i>
Here is a molecular structure, C2H6O4S3 from the Open Molecules 2025 dataset. Energies are from ωB97M-V with the def2-TZVPD basis set.

Last column: Mulliken charge in e.
Cartesian coordinates (Å):
C1 0.2412 -0.1073 0.8746  -1.133
C2 0.6222 0.8625 -0.2400  -0.287
O1 -1.6366 -0.6622 -3.8323  -0.491
O2 0.4778 1.2010 -2.8215  -0.486
O3 0.2807 -1.1123 -2.0391  -0.496
O4 -1.9325 0.3074 -1.5620  -0.362
S1 -4.2903 -0.6909 -2.7133  -0.326
S2 -2.3394 -0.7296 -2.6046  0.571
S3 0.0684 0.2707 -1.8392  1.126
H1 0.6951 -1.1387 0.7591  0.314
H2 0.6985 0.3700 1.7664  0.344
H3 -0.7917 -0.2992 1.0426  0.359
H4 1.7852 0.6540 -0.2391  0.290
H5 0.4083 1.9388 0.0229  0.378
H6 -2.1276 -2.1091 -2.1076  0.199

HOMO level   -8.93 eV
Total charge   0
Gap between HOMO and LUMO   0.28442 Eh

<ii>
Here is a molecular structure, C2H6O4S3 from the Open Molecules 2025 dataset. Energies are from ωB97M-V with the def2-TZVPD basis set.

Last column: Mulliken charge in e.
Cartesian coordinates (Å):
C1 1.7552 0.2002 1.7618  -0.883
C2 -1.2867 -0.3723 -1.8516  -0.713
O1 1.9953 1.6821 -0.3574  -0.581
O2 1.4249 -0.6997 -0.6151  -0.539
O3 -0.2546 0.9947 0.1448  -0.354
O4 -1.1451 -1.2413 0.6344  -0.525
S1 -4.4839 -0.3154 0.6278  -0.012
S2 1.2802 0.5270 0.0865  1.067
S3 -1.4807 -0.0200 -0.0609  0.693
H1 1.5760 1.2559 2.1921  0.302
H2 1.3308 -0.6946 2.1681  0.340
H3 2.8041 -0.1756 1.9043  0.339
H4 -0.2604 0.0230 -1.9856  0.262
H5 -1.2988 -1.4781 -2.1712  0.293
H6 -1.9562 0.3139 -2.4780  0.311

HOMO level (alpha / beta)   -9.85 / -9.84 eV
Total charge   0
Gap between HOMO and LUMO (alpha / beta)   0.26036 / 0.25985 Eh

Least stable: <ii>